Entry 1:
ORCA calculation (the ωB97M-V functional and the def2-TZVPD basis) on one molecule with the formula C5H11NO.

```
18
C5H11NO (the ωB97M-V functional and the def2-TZVPD basis)
C -0.84 -1.14 -0.80
C -0.65 0.27 -0.29
C -1.54 0.60 0.89
N 0.78 0.50 0.15
C 1.55 -0.43 1.03
C 1.74 0.71 -0.95
O 1.50 0.38 -2.08
H -0.51 -1.87 -0.05
H -1.90 -1.30 -0.99
H -0.28 -1.32 -1.72
H -0.86 0.97 -1.10
H -1.35 1.60 1.30
H -2.59 0.55 0.59
H -1.39 -0.12 1.70
H 1.01 -0.47 1.99
H 1.55 -1.41 0.54
H 0.81 1.38 0.67
H 2.69 1.11 -0.57
```

Computed properties:
HOMO	-7.13	eV
LUMO	0.67	eV
orbital gap	7.79	eV

Entry 2:
ORCA calculation (the ωB97M-V functional and the def2-TZVPD basis) on C6H14ClO6RhS2 as an isolated structure in a non-equilibrium geometry.

```
30
C6H14ClO6RhS2 (the ωB97M-V functional and the def2-TZVPD basis)
Rh -0.61 -2.15 1.80
O -3.80 -0.98 3.49
S -2.83 -0.63 2.47
O -3.17 0.60 1.73
O -2.71 -1.76 1.45
O -1.46 -0.47 3.07
O 1.21 -2.11 2.28
Cl -1.10 -4.07 3.48
C -2.13 2.19 -0.84
C -0.66 2.16 -1.27
C -0.19 0.77 -1.69
S -0.09 -0.37 -0.27
O 0.02 -1.73 -0.90
C 1.56 0.15 0.31
C 2.67 -0.79 -0.14
C 3.01 -0.72 -1.63
H -2.44 3.21 -0.61
H -2.32 1.57 0.05
H -2.76 1.81 -1.64
H -0.03 2.54 -0.46
H -0.51 2.84 -2.11
H 0.79 0.80 -2.18
H -0.90 0.31 -2.37
H 1.49 0.12 1.40
H 1.73 1.18 -0.01
H 2.39 -1.81 0.14
H 3.56 -0.54 0.45
H 2.16 -1.07 -2.22
H 3.87 -1.35 -1.86
H 3.25 0.30 -1.94
```

Computed properties:
multiplicity	5
HOMO (alpha / beta)	-0.68 / -1.72	eV
LUMO (alpha / beta)	4.57 / 4.56	eV
orbital gap (alpha / beta)	5.25 / 6.28	eV
⟨S²⟩	6.02
net charge	-2

Entry 3:
ORCA calculation (the ωB97M-V functional and the def2-TZVPD basis) on one molecule with the formula C7H14 in a non-equilibrium geometry.

```
21
C7H14 (the ωB97M-V functional and the def2-TZVPD basis)
C 2.36 -0.61 -2.13
C 1.10 0.30 -1.54
C -0.19 -0.09 -1.31
C -1.31 0.50 -0.47
C -0.90 1.25 0.82
C -1.09 0.35 2.08
C -0.30 -0.95 1.84
H 3.15 0.09 -2.34
H 1.98 -1.27 -3.01
H 2.85 -1.30 -1.44
H 1.40 1.29 -1.31
H -0.48 -1.01 -1.88
H -1.88 -0.41 -0.18
H -1.98 0.94 -1.14
H 0.15 1.44 0.93
H -1.40 2.27 0.76
H -2.22 0.09 1.93
H -0.93 0.90 2.98
H -0.94 -1.72 1.45
H 0.56 -0.94 1.12
H 0.08 -1.11 2.85
```

Computed properties:
SMILES	C/C=C/CCCC
HOMO	-8.79	eV
LUMO	1.18	eV
orbital gap	9.97	eV

Entry 4:
ORCA calculation (the ωB97M-V functional and the def2-TZVPD basis) on a 13-piece molecular cluster, C6H35NO12 overall in a non-equilibrium geometry.

```
54
C6H35NO12 (the ωB97M-V functional and the def2-TZVPD basis)
C -3.28 2.24 0.47
C -2.63 1.23 -0.48
N 0.01 -0.02 -0.77
C -0.23 1.27 -1.25
C -1.39 1.91 -1.04
C 1.84 2.52 -1.50
C 0.83 1.90 -2.10
H -2.65 2.20 1.37
H -3.43 3.19 -0.03
H -4.29 1.97 0.85
H -3.27 0.88 -1.30
H -2.46 0.33 0.09
H -0.80 -0.57 -0.51
H 0.54 -0.75 -1.23
H -1.50 2.98 -1.16
H 2.51 3.24 -1.96
H 1.96 2.39 -0.44
H 0.70 1.88 -3.17
H 2.04 -3.53 -0.80
H 1.35 -3.21 -2.15
O 2.06 -2.94 -1.56
H -2.03 -2.93 0.05
H -3.29 -2.25 -0.44
O -2.50 -2.70 -0.75
H -1.54 -2.63 -2.83
H -0.55 -2.19 -4.05
O -0.73 -2.75 -3.33
H 1.98 1.14 2.87
H 2.51 1.96 1.59
O 2.27 1.98 2.51
H 2.67 -0.46 1.82
H 1.97 -0.60 0.36
O 2.66 -0.22 0.90
H -0.50 1.12 2.06
H -0.90 1.96 3.31
O -0.84 1.07 2.96
H -0.04 -0.23 -4.16
H -0.95 0.95 -4.59
O -0.97 0.08 -4.20
H 0.50 -1.63 3.54
H 1.59 -2.35 4.01
O 0.76 -2.56 3.55
H 0.59 4.53 2.43
H 0.84 2.98 2.66
O 0.20 3.72 2.67
H 0.53 0.27 3.72
H 1.45 0.71 4.93
O 1.34 0.05 4.24
H 1.16 -1.69 -3.69
H 2.34 -0.62 -3.62
O 1.55 -0.92 -4.07
H -2.03 -3.76 2.56
H -0.86 -3.77 1.37
O -1.67 -3.46 1.74
```

Computed properties:
HOMO	-8.00	eV
LUMO	0.14	eV
orbital gap	8.14	eV

Entry 5:
ORCA calculation (the ωB97M-V functional and the def2-TZVPD basis) on an isolated ion of composition CHN4 and charge -1 in a non-equilibrium geometry.

```
6
CHN4 (the ωB97M-V functional and the def2-TZVPD basis)
C -0.43 0.33 0.07
N -0.78 1.38 2.12
N -1.63 0.48 -0.18
N 0.00 1.41 0.95
N -1.38 1.96 1.02
H 0.31 -0.40 -0.29
```

Computed properties:
HOMO (alpha / beta)	-2.70 / -2.70	eV
LUMO (alpha / beta)	5.08 / 5.07	eV
orbital gap (alpha / beta)	7.78 / 7.78	eV
net charge	-1